DFT (ωB97M-V/def2-TZVPD) results for 2 unconnected molecules or ions with the total composition C5H14 in a non-equilibrium geometry.

Each line ends with the natural charge from an NBO analysis.
Geometry (Å):
C (1.86, 2.25, -0.59)  -0.6074
C (0.82, 1.29, -0.05)  -0.3986
C (0.93, 0.93, 1.43)  -0.6044
H (2.11, 3.02, 0.12)  0.1999
H (1.51, 2.74, -1.51)  0.2082
H (2.84, 1.81, -0.85)  0.2016
H (-0.14, 1.80, -0.16)  0.1901
H (0.72, 0.40, -0.69)  0.1989
H (1.61, 0.08, 1.57)  0.2014
H (1.22, 1.81, 1.98)  0.2035
H (-0.02, 0.52, 1.76)  0.2068
C (-2.12, -1.48, -0.56)  -0.6122
C (-1.43, -2.80, -0.21)  -0.6076
H (-1.92, -0.61, 0.08)  0.2019
H (-1.96, -1.10, -1.57)  0.2024
H (-3.20, -1.55, -0.48)  0.2016
H (-0.37, -2.75, -0.41)  0.2042
H (-1.88, -3.62, -0.77)  0.2054
H (-1.61, -3.00, 0.83)  0.2043

Computed properties:
E (hartree): -198.8799
HOMO-LUMO gap (eV): 12.29
Charge: 0
LUMO (eV): 1.120
Structure (SMILES): CCC.CC
HOMO (eV): -11.18



DFT (ωB97M-V/def2-TZVPD) results for a molecular structure, C30H27CsN8O3SSe in a non-equilibrium geometry.

Each line ends with the Löwdin charge.
Geometry (Å):
Cs (0.31, -0.65, 0.45)  1.0726
C (-0.73, 5.07, 1.40)  -0.1170
O (-0.73, 5.01, 2.80)  -0.1334
C (0.00, 3.90, 3.29)  -0.2224
C (1.15, 4.18, 3.99)  -0.0615
C (1.96, 3.16, 4.47)  -0.1411
C (1.58, 1.85, 4.24)  -0.0674
C (0.41, 1.54, 3.56)  -0.1548
C (-0.04, 0.17, 3.39)  -0.2571
N (0.60, -0.94, 3.34)  -0.1018
N (1.92, -1.05, 3.54)  0.0034
C (2.78, -1.13, 2.56)  -0.5669
O (2.56, -1.00, 1.31)  -0.4372
C (4.14, -1.49, 3.03)  -0.1356
C (5.09, -1.95, 2.12)  -0.0343
C (6.34, -2.35, 2.55)  -0.1143
C (6.67, -2.28, 3.90)  -0.1347
C (5.74, -1.80, 4.81)  -0.1138
C (4.49, -1.40, 4.38)  -0.0427
C (-0.44, 2.57, 3.01)  -0.3827
O (-1.46, 2.31, 2.31)  -0.1051
H (-1.32, 5.94, 1.12)  0.0779
H (-1.16, 4.16, 0.97)  0.0644
H (0.30, 5.18, 1.02)  0.0887
H (1.41, 5.22, 4.15)  0.1013
H (2.88, 3.39, 5.00)  0.0758
H (2.19, 1.04, 4.62)  0.0877
H (-1.12, 0.07, 3.28)  0.1031
H (4.81, -2.00, 1.08)  0.1054
H (7.07, -2.73, 1.85)  0.0879
H (7.65, -2.59, 4.24)  0.0814
H (6.00, -1.73, 5.86)  0.0881
H (3.76, -1.03, 5.07)  0.0967
N (-2.06, -4.73, -0.58)  0.0243
C (-1.84, -3.53, -1.22)  -0.9716
S (-2.75, -2.21, -0.70)  0.5464
N (-1.03, -3.58, -2.26)  -0.0682
N (-0.40, -2.50, -2.66)  -0.0195
C (0.10, -2.46, -3.85)  -0.1591
C (0.91, -1.36, -4.27)  -0.2888
C (1.56, -1.40, -5.52)  -0.0525
C (2.36, -0.35, -5.89)  -0.1052
C (2.51, 0.73, -5.03)  -0.0872
C (1.83, 0.68, -3.82)  -0.1523
N (1.06, -0.32, -3.44)  0.1244
H (-2.95, -4.82, -0.12)  0.0531
H (-1.68, -5.55, -1.03)  0.0696
H (-0.07, -3.28, -4.57)  0.1027
H (1.43, -2.26, -6.16)  0.0949
H (2.89, -0.36, -6.84)  0.0928
H (3.14, 1.57, -5.28)  0.0872
H (1.90, 1.50, -3.11)  0.1052
C (-2.92, 0.10, -4.12)  -0.0379
N (-3.41, 0.67, -2.90)  -0.0748
C (-2.85, 1.72, -2.26)  -0.8076
Se (-1.78, 2.96, -3.01)  0.5531
N (-3.42, 1.84, -1.04)  0.1358
C (-4.37, 0.85, -0.89)  -0.2028
C (-5.26, 0.57, 0.13)  -0.0094
C (-6.17, -0.46, -0.10)  -0.1095
C (-6.18, -1.17, -1.29)  -0.1227
C (-5.27, -0.91, -2.30)  -0.0649
C (-4.37, 0.12, -2.09)  -0.2392
H (-2.18, 0.77, -4.55)  0.0349
H (-3.75, -0.04, -4.82)  0.0902
H (-2.45, -0.86, -3.91)  0.0867
H (-3.08, 2.44, -0.31)  0.1538
H (-5.24, 1.11, 1.06)  0.1151
H (-6.89, -0.71, 0.67)  0.0932
H (-6.90, -1.97, -1.42)  0.0923
H (-5.25, -1.50, -3.21)  0.1068

Computed properties:
E (hartree): -4642.9710
HOMO-LUMO gap (eV): 5.22
Charge: -2
LUMO (eV): 3.825
HOMO (eV): -1.40



DFT (ωB97M-V/def2-TZVPD) results for a single C3H7NO2S molecule in a non-equilibrium geometry.

Each line ends with the natural charge from an NBO analysis.
Geometry (Å):
C (-1.55, 1.93, -0.31)  -0.2584
O (-0.65, 0.93, 0.38)  -0.6065
C (-0.10, -0.30, 0.13)  0.3122
N (-0.83, -1.39, 0.14)  -0.1996
O (-2.28, -1.05, 0.22)  -0.5933
S (1.47, -0.45, -0.63)  0.2374
C (2.50, 0.45, 0.66)  -0.7510
H (-2.33, 1.22, -0.88)  0.2280
H (-0.76, 2.31, -1.20)  0.1956
H (-1.82, 2.63, 0.53)  0.2282
H (-2.49, -2.12, 0.16)  0.4905
H (2.28, -0.35, 1.54)  0.2429
H (3.64, 0.23, 0.57)  0.2411
H (2.25, 1.50, 0.69)  0.2329

Computed properties:
E (hartree): -721.7499
HOMO-LUMO gap (eV): 9.67
Charge: 0
LUMO (eV): 0.702
Structure (SMILES): CO/C(=N\O)SC
HOMO (eV): -8.97



DFT (ωB97M-V/def2-TZVPD) results for a single C3H4N2 molecule in a non-equilibrium geometry.

Each line ends with the natural charge from an NBO analysis.
Geometry (Å):
C (-0.08, 0.65, 1.22)  -0.7076
C (-0.15, -0.12, -0.07)  0.1608
C (0.60, -0.71, -1.10)  -0.1797
N (-0.48, -0.88, -1.98)  -0.1507
N (-1.38, -0.51, -1.24)  -0.0787
H (-1.08, 1.09, 1.38)  0.2505
H (0.83, 1.37, 1.11)  0.2490
H (0.00, -0.06, 2.01)  0.2451
H (1.74, -0.84, -1.33)  0.2114

Computed properties:
E (hartree): -226.0360
HOMO-LUMO gap (spin up / spin down) (eV): 8.63 / 8.63
Charge: 0
LUMO (spin up / spin down) (eV): -0.379 / -0.379
Structure (SMILES): CC1=CN=N1
HOMO (spin up / spin down) (eV): -9.00 / -9.01



DFT (ωB97M-V/def2-TZVPD) results for a molecular structure, CH3F2O3P in a non-equilibrium geometry.

Each line ends with the natural charge from an NBO analysis.
Geometry (Å):
C (-1.64, 0.39, 0.58)  0.4021
O (1.22, -1.91, 0.54)  -0.9619
O (1.68, 1.31, -1.15)  -0.4389
O (1.01, 0.08, -0.99)  -0.5545
F (-1.99, 0.54, -0.74)  -0.3556
F (-1.62, 1.60, 1.10)  -0.3148
P (0.61, -0.26, 0.58)  1.1135
H (0.66, -2.52, 1.02)  0.4862
H (2.31, 1.24, -1.95)  0.4784
H (-2.24, -0.47, 1.01)  0.1455

Computed properties:
E (hartree): -806.5481
HOMO-LUMO gap (eV): 8.35
Charge: 0
LUMO (eV): -0.057
HOMO (eV): -8.41



Which of these has the lowest E? C30H27CsN8O3SSe



Which value of charge does entry 2 give? -2



Look up the charge of the second one. -2